Entry from OMol25: a molecular structure, C21H23N3O in a non-equilibrium geometry (ωB97M-V with the def2-TZVPD basis set).

Atoms and positions in Å:
O (-1.647, -3.148, 0.506)
C (-1.768, -1.985, 0.646)
C (-2.742, -1.152, -0.178)
C (-3.357, -1.845, -1.327)
N (-4.259, -1.154, -2.053)
C (-4.443, 0.084, -1.108)
C (-5.261, 1.165, -1.227)
C (-5.123, 2.343, -0.603)
C (-4.328, 2.249, 0.543)
C (-3.458, 1.064, 0.862)
C (-3.588, 0.250, -0.019)
H (-2.982, 1.174, 1.651)
H (-4.225, 2.861, 1.228)
H (-5.674, 3.300, -0.590)
H (-5.823, 1.332, -2.388)
H (-4.853, -1.193, -2.630)
H (-3.135, -2.938, -1.654)
C (-1.203, -1.317, 1.846)
N (0.200, -0.620, 1.213)
C (0.903, -0.214, 2.482)
C (2.253, 0.139, 1.732)
N (2.012, 1.307, 1.013)
C (1.300, 0.855, -0.180)
C (-0.126, 0.386, 0.477)
H (-0.684, 0.147, -0.762)
H (-0.463, 1.247, 0.737)
H (1.192, 1.367, -0.960)
H (1.791, 0.034, -0.780)
C (3.300, 1.795, 0.546)
C (4.360, 0.872, -0.227)
C (5.267, 0.260, 0.350)
C (6.050, -0.766, -0.390)
C (6.019, -0.842, -1.617)
C (5.048, -0.252, -2.366)
C (4.213, 0.699, -1.674)
H (3.578, 1.563, -2.199)
H (5.023, -0.218, -3.589)
H (6.630, -1.558, -1.890)
H (6.782, -1.281, 0.309)
H (5.224, 0.389, 1.567)
H (3.944, 2.145, 1.495)
H (2.975, 2.750, 0.032)
H (2.824, 0.465, 2.674)
H (2.730, -0.885, 1.404)
H (0.951, -1.010, 3.015)
H (0.635, 0.542, 2.867)
H (-0.838, -2.134, 2.554)
H (-1.662, -0.641, 2.279)

## Properties
Maximum force in eV/A: 19.246
Lowest unoccupied orbital energy in eV: 0.73
HOMO energy in eV: -8.0
Energy in Ha: -1052.86217
Multiplicity: 1
ΔE to the lowest compared entry with this formula, charge and spin in eV: 20.098
HOMO-LUMO gap in eV: 8.68

These are the Löwdin partial charges, in e, on atoms 1 to 8: 0.0959 -0.4443 -0.0063 -0.0396 0.1728 -0.1116 -0.0902 -0.0973

=====

Entry from OMol25: C21H23N3O4 in the gas phase (ωB97M-V with the def2-TZVPD basis set).

Atoms and positions in Å:
C (-0.661, -3.879, 1.811)
C (-0.417, -2.418, 1.677)
C (0.770, -1.753, 1.681)
C (0.483, -0.357, 1.633)
C (1.437, 0.720, 1.589)
O (1.208, 1.891, 1.840)
C (2.860, 0.299, 1.182)
O (2.880, -0.632, 0.109)
C (2.104, -0.416, -0.967)
O (1.934, -1.290, -1.773)
C (1.551, 0.956, -1.113)
N (0.265, 1.225, -1.105)
N (0.127, 2.543, -1.273)
C (1.325, 3.167, -1.402)
C (1.669, 4.502, -1.595)
C (3.009, 4.792, -1.700)
C (3.990, 3.792, -1.627)
C (3.660, 2.472, -1.437)
C (2.306, 2.152, -1.313)
C (-0.906, -0.239, 1.600)
C (-1.707, 1.011, 1.588)
N (-1.433, -1.487, 1.596)
C (-2.826, -1.829, 1.509)
C (-3.325, -2.207, 0.085)
C (-3.370, -1.045, -0.913)
C (-2.001, -1.122, -1.587)
C (-1.679, -2.617, -1.520)
O (-2.515, -3.192, -0.517)
H (-1.128, -4.105, 2.772)
H (0.289, -4.402, 1.761)
H (-1.309, -4.245, 1.017)
H (1.740, -2.203, 1.735)
H (3.439, 1.198, 0.942)
H (3.339, -0.217, 2.019)
H (-0.790, 2.956, -1.238)
H (0.915, 5.271, -1.658)
H (3.321, 5.815, -1.847)
H (5.028, 4.075, -1.722)
H (4.416, 1.702, -1.392)
H (-2.194, 1.165, 0.627)
H (-2.470, 0.993, 2.367)
H (-1.037, 1.845, 1.776)
H (-3.003, -2.692, 2.156)
H (-3.429, -0.994, 1.871)
H (-4.322, -2.647, 0.226)
H (-4.159, -1.238, -1.643)
H (-3.571, -0.090, -0.435)
H (-1.254, -0.543, -1.047)
H (-2.024, -0.766, -2.614)
H (-1.906, -3.124, -2.464)
H (-0.630, -2.797, -1.270)

## Properties
Maximum force in eV/A: 0.969
SMILES string: Cc1cc(C(=O)COC(=O)c2n[nH]c3ccccc23)c(C)n1C[C@H]1CCCO1
Lowest unoccupied orbital energy in eV: 0.55
HOMO energy in eV: -8.0
Energy in Ha: -1279.25916
Multiplicity: 1
ΔE to the lowest compared entry with this formula, charge and spin in eV: 2.553
HOMO-LUMO gap in eV: 8.51

These are the Löwdin partial charges, in e, on atoms 1 to 8: -0.0167 -0.2573 0.0266 -0.1216 -0.3514 0.0776 -0.0789 0.0133

=====

Entry from OMol25: C21H23N3O4 in the gas phase (ωB97M-V with the def2-TZVPD basis set).

Atoms and positions in Å:
C (-0.889, -1.390, 2.139)
C (-2.224, -1.367, 1.458)
C (-2.635, -2.439, 0.672)
C (-3.858, -2.418, 0.035)
C (-4.711, -1.324, 0.135)
C (-6.029, -1.306, -0.578)
C (-4.294, -0.246, 0.913)
O (-5.092, 0.888, 1.050)
C (-4.903, 1.876, 0.051)
C (-3.422, 2.198, -0.122)
O (-2.833, 3.100, 0.437)
N (-2.794, 1.355, -0.977)
N (-1.400, 1.301, -0.994)
C (-0.817, 0.113, -1.306)
O (-1.483, -0.790, -1.787)
C (0.643, 0.029, -1.083)
C (1.354, -0.917, -1.820)
C (2.710, -1.072, -1.644)
C (3.394, -0.291, -0.710)
N (4.766, -0.490, -0.575)
C (5.651, 0.139, 0.265)
O (5.342, 1.004, 1.054)
C (7.050, -0.352, 0.113)
C (7.901, -0.389, 1.360)
C (8.155, 0.653, 0.332)
C (2.684, 0.639, 0.048)
C (1.325, 0.795, -0.140)
C (-3.071, -0.278, 1.575)
H (-0.095, -1.543, 1.408)
H (-0.704, -0.457, 2.666)
H (-0.845, -2.208, 2.856)
H (-1.984, -3.293, 0.558)
H (-4.162, -3.261, -0.568)
H (-6.499, -2.286, -0.528)
H (-5.893, -1.057, -1.632)
H (-6.693, -0.572, -0.127)
H (-5.432, 2.760, 0.412)
H (-5.326, 1.551, -0.911)
H (-3.188, 0.476, -1.307)
H (-0.972, 2.043, -0.456)
H (0.815, -1.523, -2.533)
H (3.251, -1.803, -2.229)
H (5.143, -1.200, -1.188)
H (7.211, -1.124, -0.629)
H (7.421, -0.082, 2.276)
H (8.598, -1.206, 1.468)
H (9.033, 0.577, -0.291)
H (7.846, 1.662, 0.556)
H (3.204, 1.231, 0.782)
H (0.802, 1.506, 0.481)
H (-2.791, 0.576, 2.175)

## Properties
Maximum force in eV/A: 0.770
SMILES string: Cc1ccc(C)c(OCC(=O)NNC(=O)c2ccc(NC(=O)C3CC3)cc2)c1
Lowest unoccupied orbital energy in eV: 0.45
HOMO energy in eV: -8.6
Energy in Ha: -1279.26394
Multiplicity: 1
ΔE to the lowest compared entry with this formula, charge and spin in eV: 2.423
HOMO-LUMO gap in eV: 9.06

These are the Löwdin partial charges, in e, on atoms 1 to 8: -0.0386 -0.2737 -0.0470 -0.0333 -0.2149 -0.0318 -0.2469 -0.0501

=====

Entry from OMol25: C21H23N3OS2 in the gas phase in a non-equilibrium geometry (ωB97M-V with the def2-TZVPD basis set).

Atoms and positions in Å:
O (2.301, 0.099, 1.877)
C (3.161, -0.377, 1.183)
C (3.629, -1.802, 1.269)
C (5.148, -1.880, 1.127)
C (5.624, -1.370, -0.241)
C (4.601, -0.436, -0.894)
C (3.924, 0.438, 0.150)
S (2.781, 1.652, -0.598)
C (1.491, 0.555, -0.976)
N (1.574, -0.747, -0.965)
N (0.370, -1.225, -1.320)
C (-0.431, -0.221, -1.538)
C (-1.842, -0.347, -1.985)
C (-2.681, -1.106, -1.005)
C (-2.313, -2.067, -0.121)
C (-3.406, -2.595, 0.605)
C (-4.588, -2.033, 0.257)
S (-4.394, -0.839, -0.965)
N (0.240, 0.960, -1.340)
C (-0.223, 2.321, -1.358)
C (-0.448, 2.846, 0.069)
C (-1.442, 1.997, 0.812)
C (-1.011, 0.947, 1.613)
C (-1.928, 0.162, 2.289)
C (-3.283, 0.419, 2.177)
C (-3.721, 1.455, 1.370)
C (-2.805, 2.236, 0.688)
H (3.139, -2.344, 0.457)
H (3.295, -2.229, 2.215)
H (5.599, -1.284, 1.924)
H (5.472, -2.911, 1.274)
H (5.799, -2.209, -0.915)
H (6.575, -0.848, -0.118)
H (5.091, 0.194, -1.639)
H (3.826, -1.016, -1.396)
H (4.658, 1.058, 0.677)
H (-2.281, 0.639, -2.146)
H (-1.849, -0.880, -2.943)
H (-1.294, -2.384, 0.000)
H (-3.309, -3.362, 1.353)
H (-5.570, -2.239, 0.636)
H (0.533, 2.932, -1.862)
H (-1.153, 2.366, -1.929)
H (-0.803, 3.875, -0.003)
H (0.506, 2.845, 0.598)
H (0.045, 0.747, 1.722)
H (-1.580, -0.649, 2.910)
H (-3.997, -0.188, 2.713)
H (-4.778, 1.657, 1.270)
H (-3.151, 3.047, 0.061)

## Properties
Maximum force in eV/A: 1.156
SMILES string: O=C1CCCC[C@H]1Sc1nnc(Cc2cccs2)n1CCc1ccccc1
Lowest unoccupied orbital energy in eV: 0.55
HOMO energy in eV: -8.4
Energy in Ha: -1849.91723
Multiplicity: 1
ΔE to the lowest compared entry with this formula, charge and spin in eV: 0.227
HOMO-LUMO gap in eV: 8.96

These are the Löwdin partial charges, in e, on atoms 1 to 8: 0.0687 -0.4516 -0.1154 -0.1824 -0.1845 -0.2229 -0.4780 1.0460

=====

Entry from OMol25: C21H23N5O in the gas phase in a non-equilibrium geometry (ωB97M-V with the def2-TZVPD basis set).

Atoms and positions in Å:
C (4.012, -1.998, -1.249)
C (2.700, -2.805, -0.938)
C (2.893, -3.510, 0.461)
C (2.357, -3.774, -2.097)
N (3.296, -4.926, -2.260)
C (1.593, -1.781, -0.828)
N (0.996, -1.245, -1.846)
C (0.098, -0.331, -1.354)
C (-0.871, 0.331, -2.265)
C (-2.145, 0.697, -1.923)
C (-2.992, 1.395, -2.799)
N (-2.583, 1.765, -3.999)
C (-1.402, 1.359, -4.433)
C (-0.512, 0.621, -3.604)
C (0.251, -0.228, 0.009)
C (-0.414, 0.551, 1.037)
C (-0.649, -0.017, 2.288)
C (-1.301, 0.698, 3.273)
C (-1.809, 1.977, 3.019)
C (-1.575, 2.548, 1.763)
C (-0.875, 1.839, 0.804)
C (-2.341, 3.861, 1.734)
C (-2.778, 4.158, 3.196)
C (-2.613, 2.825, 3.969)
N (-1.945, 2.994, 5.297)
O (-2.733, 3.436, 6.156)
N (1.176, -1.198, 0.321)
H (4.323, -1.347, -0.445)
H (3.853, -1.366, -2.128)
H (4.872, -2.664, -1.444)
H (3.096, -2.744, 1.186)
H (2.000, -4.021, 0.727)
H (3.757, -4.203, 0.449)
H (1.359, -4.179, -1.860)
H (2.257, -3.201, -3.041)
H (2.971, -5.541, -3.015)
H (4.239, -4.569, -2.487)
H (-2.524, 0.506, -0.934)
H (-3.996, 1.705, -2.520)
H (-1.090, 1.601, -5.455)
H (0.482, 0.372, -3.966)
H (-0.359, -1.026, 2.539)
H (-1.467, 0.240, 4.241)
H (-0.707, 2.293, -0.164)
H (-1.745, 4.672, 1.271)
H (-3.260, 3.766, 1.111)
H (-2.146, 4.943, 3.628)
H (-3.821, 4.486, 3.277)
H (-3.589, 2.373, 4.080)
H (1.660, -1.337, 1.219)

## Properties
Maximum force in eV/A: 3.461
SMILES string: CC(C)(CN)c1nc(-c2ccncc2)c(-c2ccc3c(c2)CC[C@@H]3N=O)[nH]1
Lowest unoccupied orbital energy in eV: -0.48
HOMO energy in eV: -8.1
Energy in Ha: -1162.98774
Multiplicity: 1
ΔE to the lowest compared entry with this formula, charge and spin in eV: 2.992
HOMO-LUMO gap in eV: 7.64

These are the Löwdin partial charges, in e, on atoms 1 to 8: -0.0350 -0.4385 -0.0309 -0.2280 -0.0046 -0.3124 0.1849 -0.1603